This record from the Open Molecules 2025 dataset describes 2 unconnected molecules or ions with the total composition C4H14N2. The level of theory is ωB97M-V/def2-TZVPD.

Bonds (Å) are listed after each position.
Geometry (Å):
1 C 2.405 4.015 0.312  C2 1.537, H4 1.099, H5 1.086, H6 1.095
2 C 3.081 3.734 -1.039  C1 1.537, C3 1.523, H7 1.090, H8 1.089
3 C 2.557 2.478 -1.722  C2 1.523, H9 1.103, H10 1.086, H11 1.094
4 H 1.402 4.433 0.147  C1 1.099
5 H 2.903 4.754 0.931  C1 1.086
6 H 2.275 3.084 0.875  C1 1.095
7 H 4.141 3.583 -0.830  C2 1.090
8 H 2.957 4.601 -1.687  C2 1.089
9 H 3.331 2.168 -2.444  C3 1.103
10 H 2.393 1.588 -1.124  C3 1.086
11 H 1.724 2.703 -2.396  C3 1.094
12 N -4.003 -3.253 0.810  C13 1.463, H15 1.015, H16 1.014
13 C -2.753 -3.987 1.011  N12 1.463, N14 1.472, H17 1.098, H18 1.095
14 N -2.952 -5.409 1.333  C13 1.472, H19 1.013, H20 1.021
15 H -3.776 -2.274 0.669  N12 1.015
16 H -4.437 -3.546 -0.058  N12 1.014
17 H -2.052 -3.953 0.166  C13 1.098
18 H -2.243 -3.518 1.860  C13 1.095
19 H -3.140 -5.502 2.324  N14 1.013
20 H -3.811 -5.701 0.864  N14 1.021

Output
Relative energy (zero: lowest compared OMol25 entry of this formula, charge and spin) = 0.3028 eV
Structure (SMILES) = CCC.NCN
Frontier orbital gap = 10.730 eV
E = -7354.8142 eV
Spin multiplicity = 1
Highest occupied orbital energy = -9.6 eV
LUMO level = 0.042 hartree